[1]
Formula: C14H25IN5O2
Source: OMol25
Level of theory: ωB97M-V/def2-TZVPD

Atoms and positions in Å:
I1 2.459 4.475 0.170
O1 -2.395 -3.166 0.664
O2 -1.047 2.589 -1.094
N1 -1.210 3.485 -3.139
N2 -2.708 -2.574 2.806
N3 1.610 0.280 0.047
N4 -0.420 -0.328 1.302
N5 2.896 -1.762 -0.096
C1 -3.455 -4.793 2.066
C2 1.497 1.615 0.096
C3 3.983 0.410 0.001
C4 2.623 2.404 0.116
C5 2.807 -0.355 -0.014
C6 -2.979 1.977 -2.373
C7 -1.676 2.701 -2.149
C8 -2.813 -3.457 1.776
C9 6.458 0.414 -0.247
C10 5.277 -0.254 -0.059
C11 3.869 1.807 0.074
C12 -3.134 -2.743 4.182
C13 -1.808 3.740 -4.439
C14 0.293 -0.456 0.069
H1 -2.010 4.805 -4.552
H2 -1.124 3.431 -5.229
H3 -4.482 -4.661 2.408
H4 -3.866 -1.977 4.446
H5 -3.212 1.395 -1.487
H6 7.098 0.225 -1.104
H7 -2.282 -2.646 4.856
H8 -2.893 -5.335 2.827
H9 6.818 1.156 0.466
H10 2.549 -2.221 0.740
H11 -0.871 0.574 1.391
H12 0.162 -0.532 2.103
H13 -3.585 -3.718 4.331
H14 0.469 -1.510 -0.109
H15 5.307 -1.329 0.090
H16 4.778 2.394 0.086
H17 -2.903 1.303 -3.228
H18 0.500 2.029 0.123
H19 2.359 -2.111 -0.883
H20 -2.739 3.196 -4.549
H21 -0.341 -0.028 -0.704
H22 -3.787 2.687 -2.550
H23 -0.338 3.942 -2.920
H24 -2.273 -1.705 2.536
H25 -3.462 -5.376 1.151

Results
E_HOMO: -11.26 eV
Charge: +1


[2]
Formula: C14H25N2O
Source: OMol25
Level of theory: ωB97M-V/def2-TZVPD

Atoms and positions in Å:
O1 3.757 -1.899 -0.201
N1 -4.143 -2.661 0.029
N2 -5.078 -1.885 -0.456
C1 -1.018 2.631 -0.015
C2 2.866 -1.031 -0.884
C3 3.207 0.425 -0.604
C4 0.725 1.041 0.883
C5 0.499 2.393 0.180
C6 2.021 0.936 1.689
C7 -4.729 -0.637 -0.626
C8 3.346 0.777 0.876
C9 -1.675 1.584 -0.934
C10 3.255 -3.225 -0.189
C11 -2.897 -2.353 0.334
C12 -2.494 -1.050 0.166
C13 -3.437 -0.183 -0.303
C14 -3.125 1.280 -0.487
H1 -3.852 1.685 -1.192
H2 1.822 -1.303 -0.674
H3 0.929 2.437 -0.824
H4 -1.486 2.678 0.971
H5 2.505 1.050 -1.157
H6 0.937 3.208 0.755
H7 -4.424 -3.625 0.187
H8 -5.463 0.060 -1.004
H9 -1.487 -0.761 0.425
H10 0.612 0.218 0.175
H11 -2.242 -3.120 0.716
H12 -1.064 0.695 -1.063
H13 -1.108 3.638 -0.428
H14 -0.099 0.934 1.604
H15 2.569 -3.435 -1.014
H16 3.921 -0.022 1.341
H17 4.184 0.599 -1.062
H18 -1.754 2.052 -1.916
H19 3.908 1.702 0.997
H20 2.095 1.823 2.321
H21 4.081 -3.929 -0.269
H22 2.744 -3.399 0.766
H23 -3.354 1.767 0.466
H24 1.937 0.096 2.382
H25 3.009 -1.191 -1.963

Results
E_HOMO: -11.81 eV
SMILES: COCCCCCCCCCc1cc[nH+]nc1
Charge: +1


[3]
Formula: C14H25N3O2S
Source: OMol25
Level of theory: ωB97M-V/def2-TZVPD

Atoms and positions in Å:
S1 -3.796 0.316 -3.012
O1 0.814 -0.573 2.980
O2 2.331 -3.203 0.898
N1 -1.364 -2.600 -2.434
N2 -2.502 -2.052 -2.925
N3 -1.459 -0.471 -1.896
C1 -2.600 -0.735 -2.620
C2 2.832 4.967 2.499
C3 1.095 1.922 -1.207
C4 1.652 3.034 3.610
C5 1.644 0.573 2.934
C6 1.450 -1.784 2.663
C7 -0.747 -1.641 -1.821
C8 0.546 -1.785 -1.110
C9 0.145 1.368 -1.937
C10 0.341 -1.869 0.406
C11 1.676 -1.985 1.148
C12 -1.133 0.831 -1.371
C13 0.829 1.757 3.447
C14 2.101 3.647 2.285
H1 -1.089 0.796 -0.278
H2 2.529 2.823 4.226
H3 1.030 -2.697 -1.459
H4 0.780 -2.569 3.031
H5 1.044 3.768 4.143
H6 0.408 1.469 4.412
H7 2.185 5.684 2.999
H8 -3.159 -2.597 -3.457
H9 -0.005 1.934 2.766
H10 0.238 1.291 -3.012
H11 2.369 -1.221 0.779
H12 3.716 4.817 3.116
H13 1.991 0.754 1.908
H14 1.755 -3.928 1.170
H15 1.008 2.006 -0.136
H16 2.415 -1.872 3.183
H17 -0.278 -2.738 0.642
H18 1.184 -0.931 -1.345
H19 3.145 5.391 1.548
H20 -1.970 1.478 -1.669
H21 1.226 3.821 1.654
H22 2.764 2.955 1.761
H23 -0.171 -0.981 0.779
H24 1.990 2.326 -1.648
H25 2.528 0.417 3.570

Results
E_HOMO: -7.92 eV
SMILES: C=CCn1c(CC[C@H](O)COCCCCC)n[nH]c1=S


[4]
Formula: C14H25N5O3
Source: OMol25
Level of theory: ωB97M-V/def2-TZVPD

Atoms and positions in Å:
O1 -2.300 2.881 0.625
O2 2.038 -4.804 -2.569
O3 4.118 -1.833 1.665
N1 -2.812 4.653 -0.666
N2 -4.457 3.181 0.306
N3 4.719 -3.371 0.152
N4 2.370 -2.985 -1.379
N5 -3.397 6.361 -1.919
C1 1.358 -1.693 0.550
C2 1.361 -0.171 0.833
C3 3.889 -2.428 0.618
C4 -3.797 5.296 -1.190
C5 2.647 -2.084 -0.233
C6 -6.301 5.773 -1.693
C7 1.854 -5.153 -0.247
C8 1.126 -2.466 1.863
C9 -5.519 3.869 -0.264
C10 2.092 -4.288 -1.465
C11 5.933 -3.812 0.834
C12 -3.156 3.560 0.094
C13 0.097 0.357 1.526
C14 -5.211 4.965 -1.031
H1 1.756 -2.062 2.657
H2 0.083 -2.372 2.166
H3 0.506 -1.894 -0.103
H4 6.403 -4.628 0.283
H5 -6.550 3.555 -0.110
H6 4.482 -3.803 -0.728
H7 1.353 -3.519 1.759
H8 -0.788 0.073 0.958
H9 2.223 0.087 1.449
H10 2.599 -4.965 0.521
H11 1.455 0.360 -0.116
H12 2.445 -2.557 -2.289
H13 -7.288 5.351 -1.477
H14 -6.284 6.805 -1.330
H15 0.024 -0.034 2.541
H16 0.852 -4.957 0.129
H17 1.913 -6.198 -0.548
H18 -2.425 6.604 -1.765
H19 -4.595 2.344 0.861
H20 5.686 -4.155 1.841
H21 0.147 1.445 1.580
H22 -4.083 7.082 -2.094
H23 2.963 -1.167 -0.729
H24 -6.161 5.778 -2.779
H25 6.634 -2.979 0.913

Results
E_HOMO: -8.74 eV
SMILES: CC[C@H](C)[C@H](NC(C)=O)C(=O)NC.Cc1c[nH]c(=O)nc1N


[5]
Formula: C14H26AlB3Ca2ClF10KNO9P
Source: OMol25
Level of theory: ωB97M-V/def2-TZVPD

Atoms and positions in Å:
Ca1 5.017 -2.024 -1.292
Ca2 -3.273 -1.502 -1.390
K1 -7.802 2.290 -4.611
Cl1 -3.053 -5.695 3.333
P1 6.032 3.039 -0.117
Al1 2.906 6.223 -3.252
F1 4.620 2.534 0.308
F2 2.969 7.554 -2.039
F3 7.094 4.116 0.259
F4 6.360 1.579 -0.551
F5 4.409 5.237 -3.140
F6 2.770 6.924 -4.905
F7 5.048 4.204 -0.438
F8 6.537 3.136 -1.587
F9 1.476 5.179 -2.924
F10 6.531 2.665 1.312
O1 0.200 -6.039 0.530
O2 -0.907 2.995 0.518
O3 2.753 -3.485 -1.071
O4 -2.055 3.279 2.157
O5 0.221 -3.419 -1.296
O6 1.657 -1.242 -1.452
O7 -1.443 -6.341 2.287
O8 -4.657 4.307 -0.893
O9 -2.175 1.341 1.163
N1 -6.758 3.447 -1.345
C1 -6.438 3.151 -2.726
C2 -1.601 -0.102 -1.866
C3 -1.736 2.475 1.274
C4 1.424 -5.226 0.459
C5 -8.083 3.134 -0.852
C6 2.961 -1.996 2.060
C7 1.348 -1.810 2.348
C8 -2.243 1.250 -1.661
C9 3.469 -1.392 0.619
C10 -0.138 -6.425 1.909
C11 0.921 -6.906 3.074
C12 -5.794 4.017 -0.542
C13 3.730 -1.081 3.229
C14 -0.862 -0.938 -0.620
B1 1.409 -4.034 -0.672
B2 0.351 -1.927 -1.147
B3 2.641 -2.045 -0.645
H1 -3.357 1.360 -1.301
H2 -1.635 -1.448 0.096
H3 4.892 -1.219 3.199
H4 1.225 -1.890 3.533
H5 -8.187 3.409 0.201
H6 1.228 -8.040 3.014
H7 1.625 -4.688 1.505
H8 -1.613 2.241 -1.834
H9 -8.257 2.060 -0.962
H10 0.673 -2.654 1.900
H11 -1.618 -0.573 -2.958
H12 3.385 0.038 2.998
H13 1.896 -6.256 3.042
H14 2.400 -5.879 0.246
H15 4.608 -1.730 0.506
H16 -0.330 -0.090 0.031
H17 -6.142 4.200 0.488
H18 0.387 -6.698 4.121
H19 3.218 -3.153 2.188
H20 -6.151 4.078 -3.231
H21 -8.819 3.688 -1.442
H22 3.491 -0.218 0.641
H23 -7.296 2.704 -3.234
H24 0.908 -0.784 1.960
H25 3.222 -1.366 4.244
H26 -5.591 2.458 -2.754

Results
E_HOMO: -5.84 eV


[6]
Formula: C14H26AuN5
Source: OMol25
Level of theory: ωB97M-V/def2-TZVPD

Atoms and positions in Å:
Au1 -0.060 0.068 0.232
N1 0.273 -0.145 2.139
N2 -0.035 -0.276 4.241
N3 -0.681 -0.308 5.467
N4 1.276 -0.381 4.085
N5 -0.652 -0.130 3.082
C1 -0.958 -1.816 0.142
C2 0.404 3.558 -0.833
C3 -1.626 -2.515 1.281
C4 1.683 2.750 -0.588
C5 -0.910 0.061 -3.091
C6 0.568 -1.359 -1.485
C7 0.392 -2.098 -0.317
C8 1.360 -3.022 0.340
C9 -1.662 -1.089 -0.903
C10 -3.127 -0.817 -0.940
C11 1.806 -1.274 -2.316
C12 1.461 -0.295 2.752
C13 0.587 4.638 -1.903
C14 -0.698 -0.736 -1.846
H1 0.082 4.025 0.107
H2 -2.010 -3.487 0.961
H3 2.691 -1.566 -1.754
H4 0.881 4.194 -2.862
H5 -1.706 -0.218 5.516
H6 2.419 -0.332 2.252
H7 -3.532 -0.637 0.054
H8 1.978 -0.264 -2.690
H9 1.533 1.983 0.180
H10 -0.405 2.879 -1.133
H11 -0.139 -0.416 6.337
H12 -0.087 0.751 -3.279
H13 -3.673 -1.664 -1.365
H14 2.501 3.401 -0.257
H15 -0.984 -0.590 -3.966
H16 2.010 2.247 -1.506
H17 1.371 5.348 -1.613
H18 2.391 -2.769 0.097
H19 -0.336 5.205 -2.064
H20 -2.466 -1.941 1.670
H21 1.739 -1.928 -3.189
H22 -0.939 -2.688 2.108
H23 1.194 -4.055 0.023
H24 -3.361 0.058 -1.545
H25 1.271 -2.998 1.425
H26 -1.824 0.651 -3.043

Results
2S+1: 3
E_HOMO (spin up / spin down): -14.93 / -16.42 eV
Charge: +2


[7]
Formula: C14H26ClILaNP2
Source: OMol25
Level of theory: ωB97M-V/def2-TZVPD

Atoms and positions in Å:
La1 0.712 0.084 -2.672
I1 2.008 -0.382 0.523
Cl1 1.415 -0.017 -5.146
P1 0.103 -2.836 -1.698
P2 0.175 2.880 -1.706
N1 -0.473 0.255 0.702
C1 -1.340 0.114 5.475
C2 1.869 3.456 -2.145
C3 -0.316 0.023 3.274
C4 1.047 -0.175 5.269
C5 -0.424 0.124 1.876
C6 -0.213 -3.753 -0.136
C7 -0.122 3.807 -0.152
C8 -0.835 3.899 -2.871
C9 -1.448 0.139 4.095
C10 -1.808 -0.053 -1.213
C11 -0.071 -0.039 6.086
C12 1.774 -3.493 -2.125
C13 0.943 -0.152 3.893
C14 -0.936 -3.851 -2.836
H1 2.154 -2.993 -3.029
H2 -0.445 4.929 -2.921
H3 -0.557 -4.884 -2.893
H4 -1.256 -3.603 0.175
H5 2.043 -0.275 5.708
H6 -1.883 3.918 -2.530
H7 2.459 -3.308 -1.288
H8 -2.022 -0.048 -2.292
H9 -2.213 0.237 6.094
H10 0.538 3.416 0.633
H11 -2.217 0.815 -0.707
H12 -0.778 3.451 -3.876
H13 -1.976 -3.866 -2.472
H14 0.071 -0.032 7.154
H15 0.456 -3.379 0.647
H16 0.079 4.882 -0.275
H17 2.237 2.941 -3.050
H18 -0.039 -4.832 -0.254
H19 1.840 4.536 -2.334
H20 1.880 -0.252 3.334
H21 1.701 -4.573 -2.308
H22 -1.168 3.677 0.161
H23 -2.173 -0.914 -0.672
H24 2.553 3.256 -1.311
H25 -2.448 0.273 3.653
H26 -0.894 -3.403 -3.840

Results
E_HOMO (spin up / spin down): -15.16 / -15.14 eV
Charge: +2


[8]
Formula: C14H26EuN6O6
Source: OMol25
Level of theory: ωB97M-V/def2-TZVPD

Atoms and positions in Å:
Eu1 0.807 0.211 -1.055
O1 1.439 1.462 -3.004
O2 -0.418 -0.960 -3.022
O3 -2.082 0.390 0.984
O4 -2.062 -1.855 -0.159
O5 1.349 3.451 -1.363
O6 2.445 -1.487 -1.600
N1 1.712 -2.151 -0.759
N2 2.542 -0.480 5.383
N3 -0.777 -1.990 -0.285
N4 -1.248 1.218 0.291
N5 0.424 2.759 -0.765
N6 1.286 0.159 1.480
C1 -1.381 2.510 0.662
C2 -0.423 3.398 0.071
C3 1.603 1.207 2.270
C4 -1.378 -4.258 -1.091
C5 0.958 -3.183 -1.271
C6 -0.387 4.850 0.398
C7 1.215 -1.074 2.026
C8 1.447 -4.016 -2.396
C9 1.584 -1.342 3.337
C10 -2.582 0.137 -3.498
C11 2.032 -0.264 4.135
C12 -0.387 -3.192 -0.812
C13 1.973 1.045 3.598
C14 -2.406 3.012 1.625
H1 -3.009 3.810 1.169
H2 1.570 -2.369 3.716
H3 -2.457 1.087 -2.972
H4 -0.156 5.016 1.459
H5 -0.892 -5.156 -1.469
H6 -3.250 -0.510 -2.929
H7 -2.118 -3.923 -1.825
H8 -2.885 0.262 -4.541
H9 0.869 -1.867 1.348
H10 -1.449 -0.456 -3.384
H11 -1.370 5.299 0.219
H12 -1.938 3.441 2.525
H13 -1.901 -4.522 -0.169
H14 2.543 -3.956 -2.454
H15 -2.067 -0.514 0.469
H16 2.905 0.285 5.937
H17 1.015 -3.664 -3.350
H18 1.560 2.187 1.779
H19 1.142 -5.063 -2.265
H20 0.202 -0.913 -3.756
H21 2.635 -1.409 5.751
H22 -3.071 2.198 1.926
H23 0.353 5.385 -0.203
H24 0.797 1.489 -3.753
H25 2.251 1.911 4.191
H26 1.435 2.397 -2.596

Results
2S+1: 7
E_HOMO (spin up / spin down): -10.09 / -10.10 eV
Charge: +1


Number 1: DFT total energy -34562.242 eV. Number 2: DFT total energy -19943.131 eV. Number 3: DFT total energy -34323.626 eV. Number 4: DFT total energy -28518.194 eV. Number 5: DFT total energy -145660.159 eV. Number 6: DFT total energy -26061.495 eV. Number 7: DFT total energy -56474.772 eV. Number 8: DFT total energy -55479.770 eV.